# 1
# C22H36ClO25S7

7 unconnected molecules or ions with the total composition C22H36ClO25S7 (ωB97M-V/def2-TZVPD, the OMol25 dataset).

Summary:
- LUMO (Eh) = -0.1507
- M (g/mol) = 960.43
- highest occupied orbital energy (eV) = -11.7
- ΔE to the lowest compared entry with this formula, charge and spin (kJ/mol) = 0.0
- gap between HOMO and LUMO (Ha) = 0.2782
- total charge = +1

Last column: Löwdin charge in e.
CARTESIAN COORDINATES (ANGSTROEM)
C -2.291 0.751 2.156  -0.011
C -1.425 1.715 1.394  -0.213
C -0.873 2.828 2.042  -0.005
C -0.073 3.719 1.356  -0.070
C 0.217 3.512 0.010  -0.339
C 1.104 4.470 -0.717  -0.287
S 2.671 4.567 0.234  1.168
C 3.966 5.203 -0.848  -0.358
C 5.146 5.550 0.047  -0.898
O 5.929 4.739 0.432  0.074
Cl 5.173 7.208 0.542  0.784
C -0.316 2.406 -0.644  -0.010
C -1.148 1.539 0.046  -0.009
H -3.113 1.295 2.612  0.090
H -1.663 0.296 2.917  0.070
H -2.639 -0.019 1.475  0.060
H -1.080 3.003 3.089  0.125
H 0.323 4.583 1.884  0.105
H 0.681 5.475 -0.707  0.113
H 1.350 4.160 -1.729  0.109
H 2.445 5.638 1.012  0.036
H 4.232 4.372 -1.500  0.114
H 3.631 6.045 -1.448  0.102
H -0.093 2.222 -1.688  0.122
H -1.581 0.699 -0.477  0.105
C 5.735 1.948 2.101  -0.163
C 6.063 1.319 0.762  -0.159
O 6.231 -0.070 1.074  -0.171
S 5.215 -0.495 2.228  0.603
O 4.032 -1.009 1.631  -0.223
O 5.919 -1.200 3.228  -0.191
O 4.876 0.990 2.740  -0.205
H 6.632 2.090 2.704  0.143
H 5.203 2.889 2.009  0.104
H 6.976 1.709 0.324  0.140
H 5.240 1.415 0.050  0.131
C -6.751 -1.337 -0.590  -0.153
C -7.759 -1.210 0.534  -0.142
O -6.955 -1.311 1.724  -0.182
S -5.522 -0.667 1.469  0.580
O -5.505 0.666 1.961  -0.226
O -4.533 -1.607 1.854  -0.216
O -5.608 -0.601 -0.119  -0.188
H -6.453 -2.372 -0.755  0.116
H -7.102 -0.908 -1.523  0.139
H -8.502 -2.001 0.530  0.139
H -8.255 -0.238 0.527  0.135
C 1.149 -2.242 0.656  -0.129
C 1.412 -3.187 -0.497  -0.134
O 0.110 -3.358 -1.110  -0.181
S -0.708 -2.004 -0.997  0.558
O -0.581 -1.256 -2.203  -0.238
O -1.993 -2.284 -0.464  -0.215
O 0.195 -1.306 0.111  -0.200
H 0.699 -2.744 1.514  0.141
H 2.045 -1.715 0.964  0.097
H 1.795 -4.151 -0.178  0.142
H 2.068 -2.735 -1.239  0.090
C -4.496 -5.157 -2.721  -0.149
C -5.131 -6.224 -3.593  -0.150
O -6.516 -5.844 -3.644  -0.183
S -6.646 -4.258 -3.615  0.588
O -6.792 -3.753 -4.931  -0.210
O -7.561 -3.909 -2.587  -0.228
O -5.160 -3.947 -3.121  -0.195
H -4.688 -5.329 -1.661  0.137
H -3.428 -5.049 -2.886  0.135
H -5.051 -7.222 -3.173  0.137
H -4.727 -6.215 -4.607  0.135
C 1.440 -1.619 -6.089  -0.142
C 1.833 -0.164 -5.929  -0.152
O 2.411 -0.110 -4.612  -0.196
S 3.168 -1.482 -4.297  0.598
O 4.556 -1.338 -4.540  -0.208
O 2.693 -1.958 -3.046  -0.226
O 2.523 -2.336 -5.470  -0.177
H 0.517 -1.852 -5.557  0.137
H 1.359 -1.926 -7.127  0.139
H 0.984 0.511 -5.974  0.136
H 2.588 0.136 -6.657  0.135
C 2.520 2.011 5.694  -0.155
C 2.819 0.526 5.745  -0.150
O 1.626 -0.036 6.306  -0.176
S 0.347 0.786 5.832  0.600
O -0.241 0.149 4.709  -0.222
O -0.421 1.123 6.971  -0.198
O 1.140 2.079 5.302  -0.201
H 2.631 2.483 6.672  0.136
H 3.126 2.536 4.961  0.124
H 3.663 0.282 6.384  0.142
H 2.976 0.109 4.749  0.123



# 2
# C3H13NO3

4 unconnected molecules or ions with the total composition C3H13NO3 (ωB97M-V/def2-TZVPD, the OMol25 dataset).

Summary:
- SMILES string = C=C(C)N.O.O.O
- LUMO (Eh) = 0.0205
- M (g/mol) = 111.14
- highest occupied orbital energy (eV) = -8.0
- ΔE to the lowest compared entry with this formula, charge and spin (kJ/mol) = 247.4
- gap between HOMO and LUMO (Ha) = 0.3145
- total charge = 0

Last column: Löwdin charge in e.
CARTESIAN COORDINATES (ANGSTROEM)
C 0.209 0.686 1.493  -0.014
C -0.589 0.937 0.424  -0.434
C -1.101 2.294 0.021  -0.059
N -0.736 -0.119 -0.579  0.068
H 0.361 -0.337 1.957  0.066
H 0.754 1.438 2.039  0.035
H -1.903 2.460 -0.730  0.088
H -1.322 2.698 1.000  0.074
H -0.272 2.629 -0.521  0.058
H -1.590 -0.441 -1.111  0.089
H -0.395 -0.984 -0.403  0.014
O -0.530 -4.716 -2.466  -0.124
H -0.728 -5.219 -1.619  0.061
H 0.433 -4.420 -2.478  0.063
O 6.529 3.028 1.389  -0.081
H 6.554 2.204 0.940  -0.003
H 6.052 2.683 2.225  0.084
O -3.588 -1.811 -0.322  -0.091
H -4.182 -2.118 -1.035  0.045
H -3.956 -0.891 -0.224  0.059



# 3
# C4H8O

C4H8O in the gas phase (ωB97M-V/def2-TZVPD, the OMol25 dataset).

Summary:
- LUMO (alpha / beta) (Eh) = -0.0347 / -0.0380
- M (g/mol) = 72.11
- highest occupied orbital energy (alpha / beta) (eV) = -8.0 / -8.0
- ΔE to the lowest compared entry with this formula, charge and spin (kJ/mol) = 345.0
- gap between HOMO and LUMO (alpha / beta) (Ha) = 0.2611 / 0.2557
- total charge = 0

Last column: Löwdin charge in e.
CARTESIAN COORDINATES (ANGSTROEM)
C -1.405 0.266 0.392  -0.034
C -0.034 0.008 -0.100  -0.175
C 0.489 -1.367 -0.120  -0.037
C 0.926 1.104 -0.340  -0.489
O 2.104 0.764 0.119  -0.178
H -2.089 -0.555 0.159  0.090
H -1.359 0.353 1.490  0.118
H -1.783 1.224 0.014  0.096
H 0.796 1.319 -1.456  0.157
H 1.442 -1.386 -0.659  0.099
H -0.263 -2.068 -0.501  0.094
H 0.727 -1.671 0.910  0.118
H 0.460 2.023 0.108  0.141



# 4
# C5H10N

A gas-phase ion, C5H10N (charge +1) (ωB97M-V/def2-TZVPD, the OMol25 dataset).

Summary:
- SMILES string = CCC1=C[C@H]1[NH3+]
- LUMO (Eh) = -0.1380
- M (g/mol) = 84.14
- highest occupied orbital energy (eV) = -14.2
- ΔE to the lowest compared entry with this formula, charge and spin (kJ/mol) = 294.9
- gap between HOMO and LUMO (Ha) = 0.3845
- total charge = +1

Last column: Löwdin charge in e.
CARTESIAN COORDINATES (ANGSTROEM)
C -1.147 -2.304 -0.284  -0.034
C -0.843 -0.788 -0.434  -0.201
C 0.415 -0.310 0.038  -0.217
C 1.700 -0.014 0.108  0.132
C 0.681 0.943 0.815  -0.232
N 0.549 2.290 0.205  0.164
H -0.270 -2.819 -0.388  0.053
H -1.740 -2.546 -1.112  0.066
H -1.596 -2.436 0.672  0.081
H -1.670 -0.052 -0.090  0.148
H -0.763 -0.448 -1.553  0.164
H 2.750 -0.348 0.070  0.122
H 0.391 0.886 1.872  0.147
H 0.128 2.934 0.972  0.208
H -0.019 2.218 -0.690  0.186
H 1.434 2.795 -0.203  0.215



# 5
# C7H11N

A molecular structure, C7H11N (ωB97M-V/def2-TZVPD, the OMol25 dataset).

Summary:
- LUMO (Eh) = 0.0258
- M (g/mol) = 109.17
- highest occupied orbital energy (eV) = -8.7
- ΔE to the lowest compared entry with this formula, charge and spin (kJ/mol) = 529.5
- gap between HOMO and LUMO (Ha) = 0.3446
- total charge = 0

Last column: Löwdin charge in e.
CARTESIAN COORDINATES (ANGSTROEM)
C -1.860 0.821 -0.053  -0.081
C -0.807 -0.177 -0.300  -0.534
C 1.410 -0.314 0.635  -0.258
C 1.204 1.139 0.110  -0.084
C 0.484 0.334 -0.988  -0.280
C -1.287 -1.588 -0.382  0.160
C -0.017 -0.765 1.021  -0.093
H -1.510 1.731 0.462  0.072
H -2.698 0.530 0.639  0.103
H -2.332 1.209 -0.971  0.090
H 1.282 -1.630 -1.057  0.088
H 2.247 -0.568 1.318  0.142
H 0.728 1.925 0.717  0.107
H 2.161 1.578 -0.226  0.113
H 0.401 0.742 -2.046  0.160
H -0.541 -2.101 -1.079  0.027
H -0.024 -1.871 1.068  0.104
H -0.402 -0.324 1.955  0.136
N 1.561 -0.670 -0.826  0.028



# 6
# C24H22N3O2SSm

A molecular structure, C24H22N3O2SSm (ωB97M-V/def2-TZVPD, the OMol25 dataset).

Summary:
- multiplicity = 6
- LUMO (alpha / beta) (Eh) = -0.2634 / -0.2624
- ⟨S²⟩ = 8.76
- M (g/mol) = 566.89
- highest occupied orbital energy (alpha / beta) (eV) = -14.6 / -14.6
- ΔE to the lowest compared entry with this formula, charge and spin (kJ/mol) = 97.0
- gap between HOMO and LUMO (alpha / beta) (Ha) = 0.2734 / 0.2744
- total charge = +2

Last column: Löwdin charge in e.
CARTESIAN COORDINATES (ANGSTROEM)
Sm -0.152 0.509 0.132  1.702
C -5.347 2.003 2.468  -0.032
C -4.594 3.074 2.941  -0.035
C -3.265 3.199 2.590  -0.001
C -2.687 2.241 1.760  -0.244
C -3.441 1.177 1.275  -0.042
C -4.774 1.058 1.633  -0.043
N -1.308 2.301 1.372  -0.056
N -0.654 3.218 1.872  0.111
C 0.735 3.296 1.554  -0.299
C 1.384 4.430 1.979  0.038
C 2.746 4.550 1.725  0.008
C 3.404 3.519 1.079  -0.006
C 2.675 2.405 0.702  -0.093
N 1.362 2.294 0.919  -0.031
H -6.387 1.909 2.752  0.123
H -5.050 3.812 3.586  0.122
H -2.673 4.028 2.949  0.116
H -3.011 0.420 0.636  0.081
H -5.362 0.229 1.266  0.121
H 0.820 5.192 2.500  0.135
H 3.285 5.434 2.040  0.133
H 4.465 3.562 0.875  0.129
H 3.157 1.564 0.220  0.121
C -0.804 -0.963 2.376  -0.178
O -1.153 -0.976 0.999  -0.519
H -1.603 -0.535 2.975  0.090
H 0.116 -0.372 2.548  0.071
H -0.590 -1.967 2.737  0.100
O 1.527 -0.888 0.268  -0.613
S 0.822 -2.194 -0.203  1.108
C 2.055 -3.168 -1.000  -0.390
C 3.139 -2.600 -1.661  -0.056
C 4.042 -3.443 -2.280  -0.039
C 3.851 -4.823 -2.239  -0.031
C 2.768 -5.373 -1.568  -0.040
C 1.858 -4.542 -0.927  -0.067
C -0.022 -1.598 -1.701  -0.415
C 0.398 -0.402 -2.298  -0.207
C -0.208 0.022 -3.472  -0.035
C -1.234 -0.728 -4.034  -0.020
C -1.634 -1.915 -3.435  -0.009
C -1.032 -2.354 -2.261  -0.031
H 3.283 -1.527 -1.677  0.112
H 4.900 -3.030 -2.794  0.121
H 4.563 -5.475 -2.728  0.123
H 2.639 -6.446 -1.527  0.123
H 1.024 -4.959 -0.373  0.119
H 1.304 0.092 -1.963  0.099
H 0.136 0.926 -3.958  0.129
H -1.706 -0.396 -4.948  0.129
H -2.418 -2.511 -3.885  0.131
H -1.349 -3.279 -1.793  0.137